No. 1
This record from OMol25 describes a structure of composition C46H53BCdClN3O2PSi2 at a distorted geometry. The level of theory is ωB97M-V/def2-TZVPD.

Cartesian coordinates (Å):
Cd: -1.058 0.346 1.765
C: -2.604 -2.423 3.895
Si: -3.632 -0.942 3.418
C: -5.430 -1.462 3.687
C: -3.404 0.467 4.628
C: -3.229 -0.360 1.698
C: -3.834 0.987 1.469
C: -5.208 1.234 1.286
C: -5.670 2.528 1.146
C: -4.771 3.590 1.200
C: -3.434 3.287 1.368
N: -2.975 2.034 1.477
Si: -3.524 -1.633 0.384
C: -4.091 -0.813 -1.209
C: -1.979 -2.632 0.036
C: -4.861 -2.908 0.754
H: -2.883 -2.759 4.902
H: -1.533 -2.182 3.883
H: -2.767 -3.257 3.197
H: -5.614 -1.513 4.769
H: -5.655 -2.448 3.259
H: -6.144 -0.736 3.265
H: -3.737 0.171 5.632
H: -4.009 1.330 4.313
H: -2.365 0.802 4.702
H: -5.895 0.392 1.269
H: -6.729 2.715 0.999
H: -5.099 4.619 1.119
H: -2.683 4.071 1.411
H: -3.390 -0.033 -1.527
H: -5.071 -0.331 -1.082
H: -4.178 -1.554 -2.015
H: -1.104 -1.986 -0.111
H: -2.100 -3.246 -0.867
H: -1.751 -3.299 0.879
H: -5.799 -2.433 1.074
H: -4.548 -3.600 1.548
H: -5.071 -3.498 -0.148
Cl: 0.784 2.574 0.623
C: 1.494 2.595 -0.956
C: 2.575 3.446 -1.148
C: 3.215 3.472 -2.372
C: 2.781 2.642 -3.400
C: 1.705 1.796 -3.191
C: 1.034 1.753 -1.967
P: -0.471 0.689 -1.724
C: 0.052 -0.890 -2.499
C: -0.874 -1.726 -3.127
C: -0.506 -2.996 -3.555
C: 0.785 -3.461 -3.337
C: 1.707 -2.649 -2.688
C: 1.342 -1.376 -2.273
C: -1.533 1.515 -2.995
C: -2.370 2.517 -2.498
C: -3.218 3.226 -3.340
C: -3.249 2.934 -4.698
C: -2.417 1.943 -5.206
C: -1.564 1.239 -4.361
H: 2.913 4.070 -0.327
H: 4.060 4.135 -2.521
H: 3.281 2.655 -4.362
H: 1.375 1.149 -3.995
H: -1.894 -1.387 -3.270
H: -1.236 -3.630 -4.049
H: 1.063 -4.459 -3.655
H: 2.710 -3.015 -2.491
H: 2.062 -0.753 -1.756
H: -2.362 2.731 -1.431
H: -3.865 3.997 -2.928
H: -3.925 3.472 -5.357
H: -2.428 1.713 -6.266
H: -0.925 0.470 -4.780
C: 7.603 1.469 -0.306
C: 6.421 0.905 -1.061
C: 6.362 1.053 -2.443
C: 5.268 0.587 -3.157
C: 4.251 -0.074 -2.492
C: 4.301 -0.264 -1.110
N: 3.205 -0.949 -0.521
C: 3.284 -1.983 0.409
C: 4.386 -2.851 0.412
C: 4.467 -3.889 1.323
C: 3.448 -4.103 2.249
C: 2.348 -3.265 2.238
C: 2.238 -2.213 1.333
C: 1.020 -1.337 1.407
O: 0.181 -1.483 2.339
O: 0.819 -0.452 0.517
C: 5.376 0.269 -0.371
C: 5.402 0.222 1.138
H: 8.354 1.848 -1.001
H: 8.073 0.713 0.328
H: 7.302 2.294 0.345
H: 7.178 1.551 -2.961
H: 5.220 0.720 -4.232
H: 3.399 -0.470 -3.037
H: 2.314 -0.464 -0.474
H: 5.177 -2.690 -0.315
H: 5.333 -4.542 1.309
H: 3.517 -4.913 2.965
H: 1.540 -3.401 2.946
H: 4.398 0.143 1.552
H: 5.859 1.127 1.544
H: 5.973 -0.635 1.509
B: 0.406 2.547 5.828
C: 0.078 1.993 4.386
N: -0.184 1.595 3.337
H: -0.526 3.272 6.136
H: 1.453 3.167 5.778
H: 0.489 1.588 6.577

Kohn-Sham gap (eV): 7.83
Energy above the lowest of the compared OMol25 structures with the same formula, charge and spin (kcal/mol): 0.0
Charge: -1
Multiplicity: 1
E (eV): -99940.71407



No. 2
This record from OMol25 describes a cluster of 2 separate species, C11H15N in total at a distorted geometry. The level of theory is ωB97M-V/def2-TZVPD.

Cartesian coordinates (Å):
C: 2.694 -1.136 -2.706
C: 1.424 -1.502 -3.494
H: 3.135 -1.985 -2.186
H: 3.482 -0.813 -3.380
H: 2.480 -0.354 -1.985
H: 1.628 -1.870 -4.498
H: 0.790 -0.616 -3.530
H: 0.827 -2.223 -2.930
C: 1.785 1.990 1.541
C: 1.466 -0.500 1.081
C: 1.008 0.786 1.137
C: -0.709 -0.566 0.538
C: -0.392 0.768 0.789
C: -2.044 -1.018 0.363
C: -1.387 1.796 0.770
C: -3.021 0.014 0.358
C: -2.725 1.352 0.507
N: 0.432 -1.332 0.654
H: 2.493 -0.858 1.078
H: 0.525 -2.316 0.831
H: 1.243 2.916 1.406
H: 2.727 2.050 0.980
H: -2.363 -2.051 0.460
H: -1.175 2.704 1.340
H: -4.083 -0.221 0.249
H: -3.506 2.095 0.513
H: 2.120 1.879 2.571

Kohn-Sham gap (spin up / spin down) (eV): 3.03 / 6.30
Energy above the lowest of the compared OMol25 structures with the same formula, charge and spin (kcal/mol): 7.7
Charge: -1
⟨S²⟩: 0.77
Multiplicity: 2
E (eV): -13139.23005



No. 3
This record from OMol25 describes a cluster of 5 separate species, C18H41ClN4O10P in total at a distorted geometry. The level of theory is ωB97M-V/def2-TZVPD.

Cartesian coordinates (Å):
Cl: -0.328 1.425 -0.427
O: -0.696 2.825 -0.541
O: -1.487 0.724 0.096
O: 0.064 0.836 -1.701
O: 0.728 1.371 0.530
O: -0.150 -5.886 -0.741
P: -0.553 -4.477 -0.862
N: -0.728 -3.980 -2.495
C: -0.991 -2.678 -2.989
C: -1.128 -5.051 -3.434
N: 0.588 -3.354 -0.251
C: 0.678 -3.340 1.249
C: 1.887 -3.365 -0.971
N: -2.076 -4.115 -0.150
C: -2.619 -2.754 -0.094
C: -2.869 -5.157 0.505
H: -0.383 -2.459 -3.867
H: -0.869 -1.852 -2.288
H: -2.037 -2.521 -3.251
H: -2.132 -5.365 -3.146
H: -0.519 -5.913 -3.163
H: -1.109 -4.862 -4.508
H: -0.132 -2.788 1.726
H: 0.628 -4.312 1.739
H: 1.611 -2.830 1.491
H: 2.429 -4.310 -0.947
H: 1.644 -3.027 -1.978
H: 2.565 -2.618 -0.557
H: -3.558 -2.737 -0.647
H: -2.797 -2.453 0.939
H: -1.906 -2.080 -0.569
H: -2.286 -5.862 1.097
H: -3.347 -5.798 -0.236
H: -3.594 -4.613 1.110
O: 3.263 -2.346 2.872
C: 3.413 -1.135 3.096
O: 3.328 -0.728 4.333
C: 3.758 0.633 4.387
C: 3.360 1.140 3.031
C: 3.795 -0.017 2.126
H: 4.799 0.812 4.658
H: 2.986 1.039 5.040
H: 4.002 2.012 2.908
H: 2.310 1.414 2.929
H: 4.851 -0.030 1.854
H: 3.236 -0.068 1.191
O: -5.683 3.354 -1.258
C: -5.004 2.816 -2.119
O: -5.225 2.889 -3.410
C: -4.615 1.852 -4.149
C: -3.566 1.389 -3.177
C: -4.054 1.758 -1.771
H: -4.291 2.122 -5.154
H: -5.358 1.093 -4.395
H: -2.677 1.966 -3.434
H: -3.381 0.315 -3.187
H: -3.278 2.177 -1.130
H: -4.503 0.885 -1.298
C: 1.154 4.031 3.424
C: 1.426 5.046 2.282
C: 2.636 4.564 1.453
O: 2.668 5.368 0.274
C: 3.553 4.835 -0.693
N: 0.306 5.155 1.347
H: 2.037 3.970 4.059
H: 0.888 3.034 3.072
H: 0.526 4.470 4.199
H: 1.474 6.068 2.658
H: 2.584 3.490 1.277
H: 3.569 4.652 2.010
H: 4.397 4.415 -0.145
H: 3.988 5.508 -1.432
H: 3.054 4.102 -1.326
H: 0.255 4.213 0.986
H: -0.510 5.112 1.940

Kohn-Sham gap (spin up / spin down) (eV): 7.95 / 3.21
⟨S²⟩: 0.76
Multiplicity: 2
E (eV): -67566.58159



No. 4
This record from OMol25 describes an isolated molecule of C13H20N2O5S2 at a distorted geometry. The level of theory is ωB97M-V/def2-TZVPD.

Cartesian coordinates (Å):
O: -3.228 -1.124 0.561
C: -2.326 -0.632 -0.089
C: -2.362 -0.704 -1.580
C: -3.661 -1.266 -2.194
O: -3.386 -1.741 -3.522
S: -3.880 -0.651 -4.720
O: -5.123 0.093 -4.462
O: -3.705 -1.197 -6.048
O: -2.624 0.383 -4.598
C: -1.235 0.115 0.511
C: -0.079 0.505 -0.179
C: 0.933 1.303 0.494
C: 0.801 1.611 1.830
N: 1.733 2.314 2.582
C: 2.777 3.209 2.046
C: 4.185 2.831 2.542
N: 4.757 1.631 1.938
C: 4.213 0.298 2.214
C: 4.575 -0.248 3.635
S: 4.264 -2.033 3.753
C: -0.364 1.167 2.498
C: -1.323 0.415 1.881
H: -1.553 -1.356 -1.878
H: -2.168 0.300 -2.016
H: -4.010 -2.178 -1.652
H: -4.463 -0.528 -2.160
H: -2.119 0.115 -5.386
H: 0.115 0.151 -1.185
H: 1.813 1.659 -0.015
H: 1.486 2.404 3.569
H: 2.557 4.236 2.381
H: 2.709 3.275 0.952
H: 4.810 3.685 2.324
H: 4.199 2.794 3.644
H: 5.781 1.653 1.898
H: 4.590 -0.389 1.460
H: 3.128 0.273 2.095
H: 3.999 0.314 4.390
H: 5.619 -0.088 3.867
H: 3.467 -1.971 4.834
H: -0.484 1.471 3.539
H: -2.193 0.129 2.470

Kohn-Sham gap (eV): 8.64
Energy above the lowest of the compared OMol25 structures with the same formula, charge and spin (kcal/mol): 0.0
Structure (SMILES): O=C(CCOS(=O)(=O)O)c1ccc(NCCNCCS)cc1
Multiplicity: 1
E (eV): -48692.14175



Question: Look up the multiplicity of the second one.
Answer: 2